No. 1
Here is a cluster of 3 separate species, C33H79BN5O14P4S2 in total in a non-equilibrium geometry from the Open Molecules 2025 dataset. Energies are from ωB97M-V with the def2-TZVPD basis set.

Geometry (Å):
C 3.2435 5.4121 3.2801
C 3.1898 5.6645 1.7823
O 3.5912 4.4950 1.0533
B 2.8627 4.2810 -0.0916
O 2.9427 5.2300 -1.0887
C 1.9466 2.9353 -0.1397
C 2.3981 1.6080 -0.7910
C 3.1165 0.7469 0.3294
C 4.1393 1.4440 1.2017
O 5.1676 2.1409 0.4977
C 6.3419 2.1681 1.2203
O 6.4448 2.8740 2.1888
P 3.6675 1.5525 -2.1631
S 4.0371 3.1658 -3.1770
C 1.0461 0.7932 -1.2609
C 1.0725 -0.7490 -1.1073
C 0.2490 -1.4787 -0.0082
N -1.1062 -1.8313 -0.4337
N 0.8970 -2.8357 0.0956
N 0.2384 -0.9148 1.3475
P 0.6763 0.8250 -3.1752
N -1.0715 0.6905 -3.3245
O 1.0186 2.2866 -3.8369
C 0.0734 1.6243 -0.3471
S -1.6536 1.1894 -0.1100
N 0.4526 3.0870 -0.3077
C -0.2107 3.8664 0.7782
C -0.3326 3.1792 2.1552
C 0.2187 3.9436 -1.5330
C -1.0817 3.7975 -2.3307
C -2.1603 4.9035 -2.0734
C -3.5908 4.3261 -2.0275
C -4.1248 4.0096 -0.6159
C -5.1181 2.8249 -0.6759
C -5.5036 2.2845 0.7160
O -4.7205 1.1770 1.1292
C -4.0846 1.3608 2.3813
H 2.7627 6.2575 3.7834
H 2.6963 4.5118 3.5642
H 4.2734 5.3881 3.6352
H 2.1628 5.9904 1.5473
H 3.8470 6.4924 1.5006
H 2.5215 6.0617 -0.8429
H 1.9683 2.7169 0.9379
H 2.3346 0.3267 0.9691
H 3.6384 -0.0497 -0.2118
H 4.6026 0.6972 1.8589
H 3.6614 2.1493 1.8942
H 7.1799 1.5201 0.9248
H 4.8879 1.1273 -1.6095
H 3.3796 0.5102 -3.0773
H 0.7095 -1.2256 -2.0279
H 2.0873 -1.1523 -1.0744
H -1.3320 -1.4402 -1.3335
H -1.2275 -2.8317 -0.4164
H 1.8811 -2.7421 0.3246
H 0.4322 -3.3521 0.8340
H -0.6254 -1.0942 1.8399
H 1.0183 -1.3002 1.8594
H -1.3517 1.3436 -4.0532
H -1.2247 -0.2238 -3.7426
H 0.3625 2.6088 -4.4635
H 0.4452 1.2701 0.6234
H -2.2587 1.2382 -1.3076
H 0.3133 4.8065 0.9618
H -1.2170 4.1434 0.4696
H -1.3323 2.7583 2.2441
H 0.4285 2.4240 2.3581
H -0.2428 3.9346 2.9382
H 0.2337 4.9835 -1.2003
H 1.0515 3.9202 -2.2367
H -0.8184 3.9440 -3.3808
H -1.5865 2.8379 -2.2978
H -1.9180 5.5007 -1.1871
H -2.1241 5.6166 -2.9019
H -4.2795 5.0241 -2.5090
H -3.6013 3.4083 -2.6263
H -4.6862 4.8672 -0.2385
H -3.3345 3.6995 0.0770
H -4.6642 2.0046 -1.2402
H -6.0542 3.1493 -1.1381
H -6.5372 1.9250 0.6161
H -5.5325 3.1147 1.4288
H -4.4798 2.1938 2.9673
H -3.0081 1.4950 2.2319
H -4.1938 0.4627 2.9947
O -7.3818 -1.8656 5.2102
P -6.6709 -2.8859 4.3919
O -7.3885 -2.8064 2.9242
C -7.1679 -1.6442 2.1218
C -5.7347 -1.5310 1.6388
O -7.3503 -4.2461 4.9925
C -8.1528 -4.2501 6.1739
C -9.6207 -4.1221 5.8253
O -5.3558 -3.6958 3.8605
C -5.0137 -5.0474 4.2131
C -5.7234 -6.0492 3.3305
H -7.4549 -0.7512 2.6865
H -7.8381 -1.7266 1.2664
H -5.0503 -1.3717 2.4752
H -5.6300 -0.7007 0.9529
H -5.4227 -2.4478 1.1364
H -7.8337 -3.4760 6.8693
H -7.9776 -5.2086 6.6683
H -9.8067 -3.2675 5.1752
H -10.2236 -4.0144 6.7279
H -9.9595 -5.0097 5.2882
H -5.1860 -5.2316 5.2709
H -3.9363 -5.1397 4.0587
H -6.7980 -5.8896 3.2957
H -5.5333 -7.0632 3.6843
H -5.3658 -5.9668 2.3021
O 5.4378 -2.0903 -2.4533
P 6.4089 -2.9961 -3.1428
O 5.8012 -3.0740 -4.6610
C 5.9130 -1.9230 -5.5043
C 7.3499 -1.6275 -5.8904
O 5.8487 -4.4094 -2.5285
C 5.0037 -4.3823 -1.3796
C 3.5419 -4.2792 -1.7407
O 7.8493 -3.6256 -3.5478
C 8.3529 -4.9052 -3.1152
C 7.8532 -6.0244 -4.0000
H 5.4616 -1.0580 -5.0077
H 5.3282 -2.1356 -6.3985
H 7.9421 -1.3362 -5.0180
H 7.3915 -0.8130 -6.6141
H 7.8225 -2.5086 -6.3230
H 5.2805 -3.5628 -0.7180
H 5.2006 -5.3081 -0.8340
H 3.3523 -3.4494 -2.4223
H 2.9557 -4.1319 -0.8354
H 3.1897 -5.1809 -2.2436
H 8.1338 -5.0772 -2.0639
H 9.4396 -4.8475 -3.1945
H 6.7717 -6.0208 -4.1120
H 8.1578 -6.9888 -3.5924
H 8.2675 -5.9249 -5.0047

LUMO energy: -1.936 eV
Frontier orbital gap: 8.4 eV
Net charge: +1

Atom charges from the Löwdin analysis, given in e for atoms 1 to 99:
1. C -0.05
2. C -0.22
3. O 0.06
4. B -0.64
5. O 0.13
6. C -0.08
7. C -0.41
8. C -0.15
9. C -0.18
10. O -0.09
11. C -0.28
12. O 0.12
13. P 0.44
14. S 0.25
15. C -0.39
16. C -0.15
17. C -0.61
18. N 0.06
19. N 0.06
20. N 0.07
21. P 0.91
22. N -0.16
23. O -0.35
24. C -0.52
25. S 0.93
26. N -0.15
27. C -0.15
28. C -0.04
29. C -0.10
30. C -0.16
31. C -0.17
32. C -0.19
33. C -0.20
34. C -0.17
35. C -0.22
36. O -0.23
37. C -0.11
38. H 0.08
39. H 0.08
40. H 0.09
41. H 0.11
42. H 0.13
43. H 0.12
44. H 0.12
45. H 0.11
46. H 0.10
47. H 0.14
48. H 0.12
49. H 0.16
50. H 0.00
51. H -0.02
52. H 0.08
53. H 0.11
54. H 0.04
55. H 0.08
56. H 0.06
57. H 0.08
58. H 0.08
59. H 0.08
60. H 0.04
61. H 0.04
62. H 0.06
63. H 0.06
64. H -0.11
65. H 0.13
66. H 0.11
67. H 0.04
68. H 0.08
69. H 0.09
70. H 0.13
71. H 0.11
72. H 0.11
73. H 0.04
74. H 0.10
75. H 0.11
76. H 0.12
77. H 0.10
78. H 0.12
79. H 0.08
80. H 0.10
81. H 0.12
82. H 0.12
83. H 0.12
84. H 0.10
85. H 0.02
86. H 0.08
87. O -0.22
88. P 0.57
89. O -0.20
90. C -0.27
91. C -0.08
92. O -0.25
93. C -0.28
94. C -0.07
95. O -0.21
96. C -0.26
97. C -0.07
98. H 0.11
99. H 0.12

---

No. 2
Here is the molecule C5H8 in a non-equilibrium geometry from the Open Molecules 2025 dataset. Energies are from ωB97M-V with the def2-TZVPD basis set.

Geometry (Å):
C -1.9196 0.3132 -0.5117
C -1.2911 -0.5624 0.7673
C 0.1323 -0.4021 0.4551
C 1.1665 -0.0874 -0.0789
C 2.4990 0.1974 -0.5971
H -1.5541 1.3410 -0.3073
H -2.9782 0.5034 -0.7756
H -1.5863 -0.2690 -1.3946
H -1.5456 -1.6431 0.7888
H -1.4939 -0.1678 1.7864
H 3.2320 0.2009 0.2129
H 2.7960 -0.5679 -1.3160
H 2.5589 1.1678 -1.0957

LUMO energy: 1.051 eV
Frontier orbital gap: 10.4 eV
Energy relative to the best compared isomer or geometry (same formula, charge and spin): 44.1 kcal per mole
Net charge: 0

Taken from the Löwdin analysis, the atomic charges in e are:
1. C -0.09
2. C -0.21
3. C -0.11
4. C -0.09
5. C -0.11
6. H 0.07
7. H 0.05
8. H 0.07
9. H 0.10
10. H 0.10
11. H 0.08
12. H 0.07
13. H 0.07

---

No. 3
Here is a cluster of 16 separate species, C3H37O16 in total in a non-equilibrium geometry from the Open Molecules 2025 dataset. Energies are from ωB97M-V with the def2-TZVPD basis set.

Geometry (Å):
C 0.0557 -0.5280 -2.1270
C -0.0433 -0.1470 -0.5940
C -1.4733 0.1510 -0.2300
O 0.5287 -1.1090 0.2030
H -0.4123 0.3190 -2.7030
H -0.3853 -1.4360 -2.4580
H 1.0777 -0.5450 -2.4100
H 0.4757 0.8300 -0.3270
H -1.8113 1.0070 -0.7890
H -1.5283 0.4550 0.7540
H -2.0773 -0.7520 -0.3030
O -0.0273 -3.4630 -0.4930
H 0.1667 -2.5710 -0.2760
H -0.9033 -3.6860 -0.1450
O -2.1003 -3.7030 1.4750
H -2.7973 -4.2780 1.7230
H -2.4153 -2.8310 1.4090
O 2.6537 2.4540 -0.8580
H 3.0117 2.5730 0.0210
H 1.7107 2.5330 -0.7900
O -0.3713 -0.8530 2.9200
H -0.6723 0.0340 3.1680
H 0.0407 -0.7020 2.0620
O 2.0277 0.6960 1.7590
H 1.7637 0.1400 1.0570
H 1.5737 1.5240 1.6340
O 2.1737 -3.4140 -1.9960
H 1.3057 -3.3450 -1.6830
H 2.3027 -4.3270 -2.2030
O -1.4043 1.7770 3.1560
H -1.9343 2.2240 3.8350
H -0.9413 2.4960 2.7210
O 3.4357 0.0910 -3.5550
H 2.7367 0.7650 -3.7590
H 3.3447 -0.1650 -2.6430
O 2.2787 -2.3190 1.6490
H 2.6177 -3.0780 1.1960
H 1.7987 -1.9170 0.9590
O -0.0193 3.3370 -1.6980
H -0.1113 4.2820 -1.9720
H -0.7553 3.2410 -1.0760
O 2.9347 -0.4350 -0.8670
H 2.0757 -0.7370 -0.8650
H 2.8707 0.5030 -0.7930
O 1.3957 1.9280 -3.5360
H 0.6817 1.4350 -3.8790
H 0.9807 2.4200 -2.8570
O -3.1423 -1.1600 2.3070
H -3.6933 -1.5500 2.9470
H -2.2593 -1.1660 2.7580
O -3.8633 1.6180 2.0860
H -4.0803 0.7370 1.8120
H -2.9313 1.5210 2.3860
O -1.7013 3.2570 0.5390
H -1.6413 2.2760 0.4150
H -2.5233 3.5930 0.9350

LUMO energy: 1.858 eV
Frontier orbital gap: 7.4 eV
Energy relative to the best compared isomer or geometry (same formula, charge and spin): 68.4 kcal per mole
Net charge: -1

Taken from the Löwdin analysis, the atomic charges in e are:
1. C -0.01
2. C -0.53
3. C -0.06
4. O -0.32
5. H 0.08
6. H 0.07
7. H 0.04
8. H 0.11
9. H 0.07
10. H 0.01
11. H 0.10
12. O -0.07
13. H -0.06
14. H 0.02
15. O -0.01
16. H 0.02
17. H -0.02
18. O -0.03
19. H 0.05
20. H -0.02
21. O -0.05
22. H 0.00
23. H 0.00
24. O -0.02
25. H -0.05
26. H 0.01
27. O -0.03
28. H -0.06
29. H 0.02
30. O -0.04
31. H 0.09
32. H 0.06
33. O -0.10
34. H 0.00
35. H -0.04
36. O -0.04
37. H 0.02
38. H -0.06
39. O -0.06
40. H 0.10
41. H 0.01
42. O -0.01
43. H -0.05
44. H 0.00
45. O -0.03
46. H 0.01
47. H -0.04
48. O -0.05
49. H 0.03
50. H 0.04
51. O -0.09
52. H 0.00
53. H -0.03
54. O -0.07
55. H 0.02
56. H 0.07

---

No. 4
Here is a cluster of 2 separate species, C3H7NO in total in a non-equilibrium geometry from the Open Molecules 2025 dataset. Energies are from ωB97M-V with the def2-TZVPD basis set.

Geometry (Å):
C 0.2402 2.1639 0.0488
N -0.7768 2.6791 -0.4534
H 0.4885 0.9894 0.1379
H 0.8406 2.7220 0.8262
H -0.8724 3.6064 -0.0277
O -0.4780 -1.0565 -1.6532
C 0.3130 -1.3968 -0.8306
C -0.1780 -1.9528 0.5150
H 1.4527 -1.3452 -1.0895
H 0.5494 -2.5575 1.0663
H -0.5835 -1.1234 1.1432
H -0.9956 -2.7286 0.3170

Spin multiplicity: 2
LUMO energy (spin up / spin down): -6.175 / -10.086 eV
Frontier orbital gap (spin up / spin down): 8.0 / 3.7 eV
Energy relative to the best compared isomer or geometry (same formula, charge and spin): 71.7 kcal per mole
Net charge: +1

Taken from the Löwdin analysis, the atomic charges in e are:
1. C -0.15
2. N 0.06
3. H 0.06
4. H 0.09
5. H 0.07
6. O 0.34
7. C -0.11
8. C 0.03
9. H 0.24
10. H 0.10
11. H 0.12
12. H 0.14

---

No. 5
Here is the molecule C10H9BrClN in a non-equilibrium geometry from the Open Molecules 2025 dataset. Energies are from ωB97M-V with the def2-TZVPD basis set.

Geometry (Å):
C -2.0048 1.4630 -0.4979
C -2.1388 1.1286 0.8936
C -1.0870 0.8479 -1.3310
C -1.3833 0.0811 1.3850
C -0.2034 -0.0986 -0.7159
C -0.4361 -0.5710 0.6024
C 0.8381 -0.5840 -1.6386
C 2.1536 -0.8073 -1.4287
C 2.8911 -0.3312 -0.2764
C 2.7150 0.7620 0.5021
N 0.2294 -1.6149 1.1663
Cl 4.0622 -1.4548 0.3081
Br 1.7225 2.2984 0.1257
H -2.7146 2.2941 -0.9605
H -2.8564 1.5480 1.6211
H -0.9437 1.1892 -2.3126
H -1.6048 -0.0982 2.3518
H 0.5550 -0.8621 -2.5701
H 2.6499 -1.2614 -2.1529
H 3.3170 0.6646 1.3370
H 1.2047 -1.3984 1.1887
H -0.1164 -1.9618 2.0497

LUMO energy: 0.154 eV
Frontier orbital gap: 8.3 eV
Energy relative to the best compared isomer or geometry (same formula, charge and spin): 30.7 kcal per mole
Net charge: 0

Taken from the Löwdin analysis, the atomic charges in e are:
1. C -0.11
2. C -0.08
3. C -0.08
4. C -0.05
5. C -0.20
6. C -0.30
7. C -0.03
8. C -0.12
9. C -0.77
10. C -0.61
11. N 0.13
12. Cl 0.70
13. Br 0.81
14. H 0.13
15. H 0.11
16. H 0.10
17. H 0.07
18. H 0.08
19. H 0.05
20. H 0.01
21. H 0.06
22. H 0.10

---

No. 6
Here is the molecule C3H6Cl2Si in a non-equilibrium geometry from the Open Molecules 2025 dataset. Energies are from ωB97M-V with the def2-TZVPD basis set.

Geometry (Å):
C -0.6454 -1.5573 -0.6956
C -0.7451 -0.3871 -0.1090
C -1.9550 0.2613 0.3612
Si 0.8624 0.9596 0.1211
Cl -3.4410 -0.7813 0.1650
Cl -2.3419 1.8547 -0.2408
H 0.2618 -2.0529 -0.7836
H -1.4027 -2.1617 -1.1038
H -1.9601 0.2659 1.3893
H 0.7329 1.7709 1.4984
H 0.5708 1.8435 -0.9516
H 1.9556 0.0592 -0.2950

LUMO energy: 0.759 eV
Frontier orbital gap: 10.8 eV
Energy relative to the best compared isomer or geometry (same formula, charge and spin): 113.2 kcal per mole
Net charge: 0

Taken from the Löwdin analysis, the atomic charges in e are:
1. C -0.03
2. C -0.50
3. C -1.14
4. Si 0.71
5. Cl 0.53
6. Cl 0.59
7. H 0.03
8. H 0.04
9. H 0.02
10. H -0.04
11. H -0.12
12. H -0.08

---

- Which value of net charge does entry 1 give?
  +1

---

Please write out number 4 again, unchanged.
Here is a cluster of 2 separate species, C3H7NO in total in a non-equilibrium geometry from the Open Molecules 2025 dataset. Energies are from ωB97M-V with the def2-TZVPD basis set.

Geometry (Å):
C 0.2402 2.1639 0.0488
N -0.7768 2.6791 -0.4534
H 0.4885 0.9894 0.1379
H 0.8406 2.7220 0.8262
H -0.8724 3.6064 -0.0277
O -0.4780 -1.0565 -1.6532
C 0.3130 -1.3968 -0.8306
C -0.1780 -1.9528 0.5150
H 1.4527 -1.3452 -1.0895
H 0.5494 -2.5575 1.0663
H -0.5835 -1.1234 1.1432
H -0.9956 -2.7286 0.3170

Spin multiplicity: 2
LUMO energy (spin up / spin down): -6.175 / -10.086 eV
Frontier orbital gap (spin up / spin down): 8.0 / 3.7 eV
Energy relative to the best compared isomer or geometry (same formula, charge and spin): 71.7 kcal per mole
Net charge: +1

Taken from the Löwdin analysis, the atomic charges in e are:
1. C -0.15
2. N 0.06
3. H 0.06
4. H 0.09
5. H 0.07
6. O 0.34
7. C -0.11
8. C 0.03
9. H 0.24
10. H 0.10
11. H 0.12
12. H 0.14